(A)
Molecular formula: C5H13NO2
Method: DFT, the ωB97M-V functional and the def2-TZVPD basis

```
21
C5H13NO2 the ωB97M-V functional and the def2-TZVPD basis
H -1.2907 0.1321 2.1000
H 1.5472 0.9378 -2.8115
H 0.3825 -0.2197 2.6342
C 0.9603 0.4338 -2.0714
H 0.2469 -1.4822 0.3231
O -3.2659 1.1131 1.0938
H -0.9312 -0.2330 -0.0537
H -0.1575 0.9065 -2.0524
H 1.3675 -1.6646 -1.7399
O -0.3790 -1.4759 -2.8683
N 1.7624 0.3670 -0.8825
H 0.6178 1.6034 0.4868
H -0.6569 -1.5748 2.5180
C 0.0670 -0.4974 0.5616
H -2.4972 0.9719 1.6322
H 1.8800 0.5308 1.1299
C 0.6206 -1.0419 -2.3394
H -3.6683 0.2222 0.8415
H 2.7026 0.9208 -0.9561
C 1.1585 0.5452 0.3841
C -0.4665 -0.4955 2.0700
```

Calculated values
* Kohn-Sham gap: 9.94 eV
* total charge: 0
* SMILES string: CCCNCC=O.O
* 2S+1: 1

***

(B)
Molecular formula: C5H13NO2
Method: DFT, the ωB97M-V functional and the def2-TZVPD basis

```
21
C5H13NO2 the ωB97M-V functional and the def2-TZVPD basis
C -2.6020 0.0841 0.1319
H 0.8742 -1.1509 -1.8689
H 0.1401 0.2278 2.6328
H 3.0748 0.1178 -0.4787
H -0.6862 -1.6479 -1.2174
H 0.7810 1.0174 -0.6531
C -1.4169 0.9856 -0.1478
N 0.3056 -0.3746 0.8715
H 3.7550 -0.9201 0.7900
H -3.5146 0.6849 0.2164
O 0.5636 0.6194 1.8502
H -2.7652 -0.6300 -0.6794
H -1.5662 1.5327 -1.0839
C 0.0795 0.2175 -0.4045
H 2.8398 0.5159 1.2371
H -2.4786 -0.4698 1.0655
H -0.6064 -0.3214 -2.3889
H -1.2975 1.7296 0.6433
O 1.7338 -1.1242 0.5061
C -0.0989 -0.7831 -1.5366
C 2.8848 -0.3108 0.5147
```

Calculated values
* Kohn-Sham gap: 10.47 eV
* total charge: 0
* SMILES string: CC[C@H](C)N(O)OC
* 2S+1: 1

***

(C)
Molecular formula: C5H13NO2
Method: DFT, the ωB97M-V functional and the def2-TZVPD basis

```
21
C5H13NO2 the ωB97M-V functional and the def2-TZVPD basis
H -1.6767 0.2294 -1.5739
H 0.9605 -1.9124 0.5487
H -2.2609 -0.5156 1.2845
O -2.6396 1.1008 0.0463
H 0.9192 -3.2834 -0.6013
H 2.6316 0.9066 2.0484
H -3.2886 0.9455 -1.8482
H 2.0167 2.4507 1.4210
O 1.5253 0.7227 0.3764
H 2.4019 -2.3133 -0.4073
C -2.6798 0.3700 -1.1543
H -3.1367 -0.6163 -1.0011
C 2.4349 1.4784 1.1418
H 1.3229 1.1973 -0.4399
H 3.3786 1.6346 0.6055
H -0.8189 0.3725 0.7227
H -1.9156 1.1145 1.9194
N 0.5076 -0.6828 -2.2670
C 1.3128 -2.2851 -0.4150
C 0.8683 -1.3924 -1.4446
C -1.8636 0.4782 1.0380
```

Calculated values
* Kohn-Sham gap: 10.13 eV
* total charge: 0
* SMILES string: CC#N.COC.CO
* 2S+1: 1

***

(D)
Molecular formula: C5H13NO2
Method: DFT, the ωB97M-V functional and the def2-TZVPD basis

```
21
C5H13NO2 the ωB97M-V functional and the def2-TZVPD basis
O -1.7257 5.3922 0.7094
C -1.4754 -1.6019 0.1864
H 1.4272 -1.4655 1.1822
H -3.4402 -0.9384 0.8057
H 3.7135 -1.2465 -1.2115
C -2.7851 -0.8129 0.0669
H 1.2636 -2.2406 -0.3711
C 1.2060 -1.2723 0.0959
C -0.2866 -0.7374 0.2312
C 2.0856 -0.1464 -0.6167
H -0.3684 -0.3418 1.3046
H -2.2377 5.3464 -0.1149
H -2.1691 5.3847 1.5235
H -1.3803 -2.0923 -0.7829
H 3.8976 -0.7603 0.2471
H 2.0829 0.8131 -0.1241
H -0.3759 -0.0276 -0.8717
H -1.6526 -2.4091 0.9923
H 1.8163 -0.1565 -1.6910
N 3.4483 -0.5279 -0.6842
O -3.0440 -0.1588 -0.8771
```

Calculated values
* Kohn-Sham gap: 9.81 eV
* total charge: 0
* SMILES string: NCCCCC=O.O
* 2S+1: 1

***

It turns out (C) is the most stable, with the second structure 24.2 kcal/mol higher.